--- a ---
Below is a cluster of 7 separate species, H14O7 in total, with properties calculated with wB97M-V/def2-TZVPD.

The SMILES is O.O.O.O.O.O.O. As for the HOMO-LUMO gap: 11.14 eV.

Geometry as ORCA input:
```
! RIJCOSX wB97M-V def2-TZVPD def2/J DEFGRID3
* xyz 0 1
O 0.642 1.917 0.142
H 0.420 1.466 -0.705
H 1.540 1.524 0.346
O 0.513 -1.662 -1.130
H 1.365 -1.292 -1.056
H -0.033 -0.859 -1.439
O 2.533 -0.060 0.379
H 1.955 -0.673 0.929
H 3.526 -0.551 0.649
O -2.669 0.169 -0.507
H -2.083 0.216 0.301
H -3.329 0.826 -0.235
O -1.134 0.638 1.601
H -0.490 1.285 1.144
H -0.531 -0.095 1.892
O 0.634 -1.526 1.576
H 0.757 -2.522 1.781
H 0.298 -1.587 0.585
O -0.650 0.649 -2.016
H -0.838 0.655 -2.991
H -1.499 0.613 -1.557
*
```

---

--- b ---
Below is a cluster of 8 separate species, H14O7 in total, with properties calculated with wB97M-V/def2-TZVPD.

As for the HOMO-LUMO gap: 3.01 eV.

Geometry as ORCA input:
```
! RIJCOSX wB97M-V def2-TZVPD def2/J DEFGRID3
* xyz 0 1
O 1.663 0.364 2.674
O -1.067 -0.753 0.091
O 0.402 -1.584 -3.098
O 2.387 -0.112 0.002
H 1.918 0.640 -0.381
H 1.613 0.781 3.539
H -0.466 -1.349 -0.381
H -0.759 -0.878 1.048
H 0.651 -1.307 -3.987
H -0.138 -0.864 -2.748
H 2.165 -0.007 0.940
H -0.984 0.671 -2.919
O 0.333 1.772 -1.071
O -0.234 -1.045 2.464
O -3.302 1.081 -0.639
H -0.931 -1.074 3.132
H 0.745 -0.174 2.511
H 0.198 2.726 -1.006
H -0.131 1.506 -1.869
H -3.026 1.034 -1.560
H -2.614 0.554 -0.203
*
```

---

--- c ---
Below is a cluster of 7 separate species, H14O7 in total, with properties calculated with wB97M-V/def2-TZVPD.

The SMILES is O.O.O.O.O.O.O. As for the HOMO-LUMO gap: 11.35 eV.

Geometry as ORCA input:
```
! RIJCOSX wB97M-V def2-TZVPD def2/J DEFGRID3
* xyz 0 1
O -0.637 -0.699 -0.619
H -0.657 -1.172 -1.459
H 0.103 -1.248 -0.199
O -0.145 3.427 -1.108
H 0.526 4.040 -0.770
H -0.780 4.039 -1.544
O 0.950 1.307 1.182
H 1.965 1.151 1.105
H 0.461 0.953 0.448
O 2.642 -1.116 2.174
H 2.762 -0.257 1.720
H 3.129 -0.970 2.964
O -3.810 0.982 0.945
H -4.091 1.710 0.313
H -2.950 0.669 0.720
O 3.298 -0.894 -1.757
H 3.381 0.044 -1.869
H 4.150 -1.402 -2.003
O -2.546 -3.188 -0.672
H -2.644 -2.575 0.076
H -3.374 -3.532 -0.656
*
```

---

--- d ---
Below is a cluster of 7 separate species, H14O7 in total, with properties calculated with wB97M-V/def2-TZVPD.

The SMILES is O.O.O.O.O.O.O. As for the HOMO-LUMO gap: 10.36 eV.

Geometry as ORCA input:
```
! RIJCOSX wB97M-V def2-TZVPD def2/J DEFGRID3
* xyz 0 1
O -0.355 0.134 3.726
H -0.724 0.982 3.437
H -0.329 -0.447 2.980
O -1.274 1.887 -0.012
H -0.907 1.004 0.014
H -0.648 2.255 0.617
O 0.037 -1.972 2.074
H 0.623 -2.069 2.862
H -0.654 -2.589 2.075
O -0.424 2.041 -2.703
H -0.721 2.204 -1.860
H 0.490 1.815 -2.613
O -0.278 -0.696 -0.386
H -0.183 -1.259 0.385
H 0.627 -0.498 -0.730
O 2.790 0.292 -0.898
H 3.477 0.306 -0.203
H 3.199 0.681 -1.651
O -1.919 -1.591 -2.349
H -1.271 -1.387 -1.698
H -1.564 -1.097 -3.070
*
```

---

Stability, highest: a

---

--- a ---
Below is a cluster of 7 separate species, H14O7 in total, with properties calculated with wB97M-V/def2-TZVPD.

The SMILES is O.O.O.O.O.O.O. As for the HOMO-LUMO gap: 10.05 eV.

Geometry as ORCA input:
```
! RIJCOSX wB97M-V def2-TZVPD def2/J DEFGRID3
* xyz 0 1
O 0.991 1.350 -1.282
H 1.807 0.893 -1.485
H 1.270 2.200 -0.942
O -0.942 1.371 -3.697
H -0.516 1.300 -2.844
H -0.265 1.121 -4.326
O -1.182 3.537 -1.460
H -0.485 3.686 -2.099
H -0.820 2.885 -0.859
O -0.284 -0.578 0.501
H 0.266 -0.311 1.238
H -0.117 0.079 -0.174
O 1.018 -1.587 4.229
H 1.611 -1.674 3.483
H 1.093 -0.669 4.490
O -3.045 -1.132 0.943
H -2.895 -1.319 1.870
H -2.168 -1.099 0.560
O 1.588 -3.399 0.233
H 1.857 -2.642 0.755
H 1.220 -4.011 0.870
*
```

---

--- b ---
Below is a cluster of 7 separate species, H14O7 in total, with properties calculated with wB97M-V/def2-TZVPD.

The SMILES is O.O.O.O.O.O.O. As for the HOMO-LUMO gap: 10.91 eV.

Geometry as ORCA input:
```
! RIJCOSX wB97M-V def2-TZVPD def2/J DEFGRID3
* xyz 0 1
O -1.261 2.200 2.813
H -1.366 3.136 2.652
H -0.636 1.908 2.180
O 1.340 -3.227 -2.016
H 0.491 -3.536 -1.738
H 1.296 -2.353 -1.632
O 0.508 0.200 1.218
H 0.842 -0.592 0.749
H 0.890 0.929 0.680
O 1.282 -0.219 -1.779
H 0.411 -0.114 -2.142
H 1.781 -0.525 -2.516
O -1.859 0.355 -0.028
H -2.564 0.525 0.639
H -1.084 0.145 0.494
O 0.720 2.786 0.141
H 1.368 3.392 -0.087
H -0.210 3.063 0.013
O -0.669 -2.383 0.332
H 0.026 -3.000 0.339
H -1.305 -2.690 -0.311
*
```

---

--- c ---
Below is a cluster of 7 separate species, H14O7 in total, with properties calculated with wB97M-V/def2-TZVPD.

The SMILES is O.O.O.O.O.O.O. As for the HOMO-LUMO gap: 9.67 eV.

Geometry as ORCA input:
```
! RIJCOSX wB97M-V def2-TZVPD def2/J DEFGRID3
* xyz 0 1
O -0.835 0.780 -1.336
H -1.241 0.197 -1.987
H 0.110 0.711 -1.515
O -0.484 2.486 0.849
H -0.844 1.953 1.567
H 0.440 2.217 0.798
O -2.708 -2.019 -0.207
H -2.225 -2.378 -0.960
H -2.673 -1.065 -0.340
O 2.100 -0.395 2.036
H 1.374 0.012 1.550
H 2.096 0.057 2.887
O 4.658 0.199 -1.338
H 4.231 0.927 -1.803
H 4.372 -0.586 -1.818
O 2.032 -1.715 0.557
H 1.618 -0.975 0.099
H 2.846 -1.344 0.916
O -5.191 0.008 0.103
H -4.366 0.261 0.531
H -5.309 0.666 -0.590
*
```

---

Stability, highest: b

---

--- a ---
Below is an isolated molecule of C4H5NO2, with properties calculated with wB97M-V/def2-TZVPD.

The SMILES is O=C1NC[C@H]2O[C@@H]12. As for the HOMO-LUMO gap: 10.45 eV.

Geometry as ORCA input:
```
! RIJCOSX wB97M-V def2-TZVPD def2/J DEFGRID3
* xyz 0 1
O 1.167 -2.162 -0.555
C 0.601 -1.154 -0.220
N -0.764 -0.909 -0.295
C -1.047 0.267 0.512
C 0.088 1.120 -0.020
O 1.104 1.332 0.918
C 1.249 0.251 -0.044
H -1.435 -1.594 -0.606
H -0.917 0.028 1.583
H -2.020 0.738 0.379
H -0.112 1.645 -0.948
H 2.087 0.440 -0.705
*
```

---

--- b ---
Below is an isolated molecule of C4H5NO2, with properties calculated with wB97M-V/def2-TZVPD.

The SMILES is O=C[C@H]1CN=CO1. As for the HOMO-LUMO gap: 10.79 eV.

Geometry as ORCA input:
```
! RIJCOSX wB97M-V def2-TZVPD def2/J DEFGRID3
* xyz 0 1
O -0.373 -1.505 -2.262
C 0.304 -0.838 -1.524
C -0.279 0.187 -0.578
C -0.683 -0.426 0.794
N -0.023 0.425 1.785
C 0.723 1.206 1.130
O 0.731 1.145 -0.227
H 1.407 -0.956 -1.456
H -1.111 0.705 -1.066
H -1.766 -0.436 0.936
H -0.322 -1.455 0.915
H 1.393 1.948 1.552
*
```

---

--- c ---
Below is a cluster of 2 separate species, C4H5NO2 in total, with properties calculated with wB97M-V/def2-TZVPD.

The SMILES is C=CC=O.N=C=O. As for the HOMO-LUMO gap: 10.19 eV.

Geometry as ORCA input:
```
! RIJCOSX wB97M-V def2-TZVPD def2/J DEFGRID3
* xyz 0 1
C 0.078 1.591 0.079
C -1.022 1.059 -0.449
C -1.676 -0.103 0.194
O -1.178 -0.728 1.117
H 0.597 2.426 -0.379
H 0.489 1.200 1.006
H -1.471 1.451 -1.358
H -2.661 -0.398 -0.216
N 2.061 -1.079 0.462
C 1.792 -1.937 -0.358
O 1.645 -2.759 -1.180
H 1.346 -0.724 1.083
*
```

---

--- d ---
Below is an isolated molecule of C4H5NO2, with properties calculated with wB97M-V/def2-TZVPD.

The SMILES is C/N=C\OC=C=O. As for the HOMO-LUMO gap: 9.37 eV.

Geometry as ORCA input:
```
! RIJCOSX wB97M-V def2-TZVPD def2/J DEFGRID3
* xyz 0 1
C -1.358 0.676 -0.162
N -0.252 1.359 -0.809
C 0.938 0.970 -0.855
O 1.594 -0.143 -0.371
C 0.874 -1.225 0.121
C 0.595 -1.315 1.408
O 0.295 -1.383 2.535
H -1.184 0.524 0.909
H -1.563 -0.301 -0.612
H -2.253 1.294 -0.269
H 1.692 1.584 -1.347
H 0.624 -2.038 -0.549
*
```

---

Stability, highest: b

---

--- a ---
Below is an isolated molecule of C4H5NO2, with properties calculated with wB97M-V/def2-TZVPD.

The SMILES is O[C@@H]1[C@@H]2C=NO[C@H]12. As for the HOMO-LUMO gap: 10.12 eV.

Geometry as ORCA input:
```
! RIJCOSX wB97M-V def2-TZVPD def2/J DEFGRID3
* xyz 0 1
O 0.843 0.879 1.504
C -0.267 0.130 1.047
C -0.043 -0.760 -0.120
C 0.762 -0.260 -1.338
N 0.506 0.963 -1.636
O -0.661 1.369 -1.090
C -1.002 0.390 -0.093
H 1.715 0.275 1.318
H -0.829 -0.311 1.844
H -0.541 -1.812 -0.029
H 1.655 -0.921 -1.606
H -2.136 0.059 0.197
*
```

---

--- b ---
Below is an isolated molecule of C4H5NO2, with properties calculated with wB97M-V/def2-TZVPD.

The SMILES is O=CC(=O)N1CC1. As for the HOMO-LUMO gap: 9.56 eV.

Geometry as ORCA input:
```
! RIJCOSX wB97M-V def2-TZVPD def2/J DEFGRID3
* xyz 0 1
O 2.060 0.726 1.858
C 2.111 0.205 0.770
C 0.930 -0.043 -0.158
O 1.161 -0.446 -1.281
N -0.319 0.224 0.430
C -1.350 -0.744 0.011
C -1.395 0.633 -0.486
H 3.047 -0.131 0.311
H -2.005 -1.060 0.816
H -1.024 -1.496 -0.705
H -1.125 0.791 -1.527
H -2.089 1.341 -0.039
*
```

---

Stability, highest: b

---

--- a ---
Below is an isolated molecule of C4H5NO2, with properties calculated with wB97M-V/def2-TZVPD.

The SMILES is C=NC(C=O)C=O. As for the HOMO-LUMO gap: 10.05 eV.

Geometry as ORCA input:
```
! RIJCOSX wB97M-V def2-TZVPD def2/J DEFGRID3
* xyz 0 1
C -0.787 1.613 -0.142
N -0.108 1.079 0.790
C 0.368 -0.289 0.622
C 1.347 -0.333 -0.559
O 2.500 -0.654 -0.463
C -0.738 -1.307 0.349
O -1.545 -1.178 -0.539
H -1.087 1.114 -1.067
H -1.106 2.645 0.004
H 0.921 -0.585 1.517
H 0.893 -0.019 -1.522
H -0.745 -2.199 1.005
*
```

---

--- b ---
Below is an isolated molecule of C4H5NO2, with properties calculated with wB97M-V/def2-TZVPD.

The SMILES is O=C[C@H]1CN1C=O. As for the HOMO-LUMO gap: 10.32 eV.

Geometry as ORCA input:
```
! RIJCOSX wB97M-V def2-TZVPD def2/J DEFGRID3
* xyz 0 1
O 1.025 1.458 -1.808
C 0.543 0.439 -1.387
C -0.658 0.478 -0.478
C -1.128 -0.722 0.214
N -0.426 0.310 0.987
C 0.910 -0.003 1.332
O 1.685 -0.648 0.667
H 0.959 -0.557 -1.627
H -1.352 1.293 -0.672
H -0.582 -1.646 0.043
H -2.185 -0.829 0.436
H 1.209 0.426 2.292
*
```

---

Stability, highest: a